Entry 1:
This record from the Open Molecules 2025 dataset describes a 2-piece molecular cluster, C6H16NO overall. The level of theory is ωB97M-V with the def2-TZVPD basis set.

Structure (XYZ):
```
24
Properties=species:S:1:pos:R:3:nbo_charge:R:1
O -2.16 -0.30 0.78 -0.605
C -2.65 0.33 -0.14 0.505
C -1.90 1.08 -1.17 -0.518
C -2.28 0.62 -2.59 -0.598
H -3.75 0.35 -0.21 0.143
H -0.83 1.02 -0.98 0.208
H -2.19 2.13 -1.06 0.255
H -1.86 -0.36 -2.79 0.210
H -1.87 1.31 -3.32 0.238
H -3.36 0.54 -2.70 0.223
C 1.21 -0.74 1.58 -0.218
C 2.06 -0.23 0.43 -0.414
C 3.13 0.74 0.93 -0.608
N 0.16 -1.68 1.09 -0.695
H 1.82 -1.26 2.32 0.223
H 0.69 0.08 2.09 0.228
H 1.42 0.25 -0.31 0.205
H 2.52 -1.09 -0.06 0.209
H 2.70 1.47 1.60 0.215
H 3.91 0.20 1.47 0.223
H 3.59 1.28 0.11 0.238
H -0.72 -1.17 0.83 0.470
H 0.48 -2.22 0.29 0.427
H -0.12 -2.36 1.81 0.437
```

relative energy (zero: lowest compared OMol25 entry of this formula, charge and spin)	37.4	kJ/mol
frontier orbital gap	0.4122	Ha
DFT total energy	-367.9682	Eh
HOMO energy	-0.5216	Ha
total charge	+1
max |F|	0.4	eV/A

***

Entry 2:
This record from the Open Molecules 2025 dataset describes one molecule with the formula C7H19NSSi in a non-equilibrium geometry. The level of theory is ωB97M-V with the def2-TZVPD basis set.

Structure (XYZ):
```
29
Properties=species:S:1:pos:R:3:nbo_charge:R:1
C 1.80 1.95 1.81 -0.635
C 3.09 -1.13 -1.60 -0.659
C -1.88 -1.91 -0.64 -1.106
C -1.92 -0.11 1.92 -1.119
C -3.37 0.57 -0.85 -1.103
C 1.79 0.59 1.16 -0.545
C 1.82 -1.31 -0.77 -0.505
N -0.42 0.80 -0.64 -1.352
Si -1.74 -0.08 -0.03 1.749
S 1.13 0.57 -0.61 1.027
H 2.28 1.86 2.81 0.224
H 2.42 2.60 1.15 0.215
H 0.77 2.26 1.83 0.229
H 2.69 -0.85 -2.63 0.216
H 3.69 -0.23 -1.53 0.231
H 3.50 -2.09 -1.74 0.225
H -2.32 -2.49 0.20 0.228
H -2.64 -1.80 -1.49 0.236
H -1.03 -2.37 -1.03 0.215
H -1.10 0.35 2.46 0.223
H -2.87 0.44 2.31 0.241
H -2.02 -1.17 2.23 0.230
H -3.62 1.63 -0.49 0.229
H -3.37 0.56 -2.02 0.238
H -4.17 -0.11 -0.54 0.222
H 1.02 -0.09 1.56 0.215
H 2.79 0.10 0.94 0.217
H 1.96 -1.59 0.23 0.195
H 1.16 -2.02 -1.20 0.219
```

relative energy (zero: lowest compared OMol25 entry of this formula, charge and spin)	190.1	kJ/mol
frontier orbital gap	0.3368	Ha
DFT total energy	-1020.4828	Eh
HOMO energy	-0.3091	Ha
total charge	0
max |F|	3.6	eV/A